(1)
The following is a DFT calculation (wB97M-V/def2-TZVPD) of C39H39Cl2N4O4P2STi as an isolated structure.

CARTESIAN COORDINATES (ANGSTROEM)
Ti1 0.96 -0.11 0.30
Cl1 1.84 2.15 -0.84
Cl2 3.87 4.22 -0.61
S1 3.50 -0.07 4.18
P1 -1.53 2.09 -0.05
P2 -1.04 -1.14 -1.09
O1 -1.15 -1.35 3.50
O2 3.51 -2.74 -1.55
O3 2.24 -0.92 -1.00
O4 -0.24 -0.15 1.84
N1 1.42 1.58 3.66
N2 1.13 -2.02 0.95
N3 3.57 -0.38 1.66
N4 2.50 0.47 1.90
C1 -2.68 -1.19 -0.27
C2 2.10 -4.19 0.74
C3 2.35 0.74 3.18
C4 -0.88 4.07 3.50
C5 3.43 2.60 -0.13
C6 -0.43 -1.25 2.55
C7 0.10 -3.25 -2.51
C8 -1.30 -3.93 -0.68
C9 4.17 -0.76 2.73
C10 -4.19 4.63 -2.85
C11 -1.35 3.17 2.55
C12 -4.06 4.97 -1.51
C13 -1.68 0.46 -5.36
C14 0.40 -4.58 -2.78
C15 1.34 -4.59 1.80
C16 -3.24 4.23 -0.68
C17 5.32 -1.71 2.72
C18 -2.66 2.80 -2.52
C19 -0.37 0.31 -3.35
C20 1.98 -2.84 0.28
C21 -1.00 -5.26 -0.96
C22 -0.05 5.11 3.13
C23 0.45 -3.70 2.47
C24 5.17 -2.84 3.74
C25 -0.14 4.34 0.85
C26 -0.15 -5.59 -2.00
C27 -0.75 -2.91 -1.46
C28 -1.33 -0.50 -2.77
C29 -2.87 1.17 0.80
C30 0.32 5.24 1.80
C31 2.59 -2.16 -0.78
C32 -2.64 -0.36 -4.78
C33 -0.54 0.79 -4.65
C34 -2.53 3.14 -1.18
C35 -3.49 0.10 -0.11
C36 -3.49 3.54 -3.35
C37 -2.46 -0.85 -3.50
C38 -0.98 3.29 1.21
C39 0.41 -2.41 2.00
H1 0.53 0.58 -2.80
H2 -3.28 -1.90 -0.84
H3 6.00 -3.54 3.65
H4 3.81 -2.09 -2.20
H5 -2.01 2.37 2.87
H6 2.76 -4.87 0.23
H7 1.07 -4.82 -3.60
H8 1.41 -5.61 2.14
H9 -3.74 0.52 -1.09
H10 3.32 2.54 0.95
H11 -3.64 1.89 1.09
H12 -1.96 -3.71 0.15
H13 4.24 -3.39 3.57
H14 -2.47 0.70 1.69
H15 4.16 1.89 -0.50
H16 -3.21 -1.50 -3.07
H17 -0.15 -4.00 3.31
H18 1.21 1.59 4.64
H19 5.16 -2.47 4.76
H20 0.31 5.81 3.86
H21 6.24 -1.15 2.91
H22 -1.19 3.96 4.54
H23 -1.45 -6.04 -0.35
H24 5.38 -2.10 1.71
H25 -2.11 1.97 -2.94
H26 -4.60 5.82 -1.11
H27 0.65 1.82 3.05
H28 -3.15 4.51 0.36
H29 -4.44 -0.20 0.34
H30 -4.83 5.21 -3.50
H31 0.07 -6.62 -2.22
H32 0.22 1.43 -5.09
H33 0.97 6.05 1.49
H34 -3.58 3.27 -4.40
H35 0.53 -2.47 -3.13
H36 -2.52 -1.63 0.71
H37 -1.82 0.83 -6.36
H38 -3.53 -0.62 -5.34
H39 0.15 4.47 -0.19

The largest force on an atom is 1.2 eV/A. For the HOMO-LUMO gap (spin up / spin down), the calculation gives 6.5 / 7.7 eV. As for the total charge: +1. The calculation puts the LUMO energy (spin up / spin down) at -2.2 / -2.9 eV. The multiplicity is 3. The value obtained for the energy relative to the best compared isomer or geometry (same formula, charge and spin) is 0.00 kcal/mol.



(2)
The following is a DFT calculation (wB97M-V/def2-TZVPD) of a 2-piece molecular cluster, C7H12O2 overall.

CARTESIAN COORDINATES (ANGSTROEM)
O1 -0.77 0.51 1.93
O2 -1.61 1.59 0.17
C1 1.41 -0.08 -0.35
C2 -1.43 0.49 0.91
C3 1.92 1.27 0.06
C4 1.74 -1.19 0.60
C5 -2.11 -0.71 0.39
C6 0.70 -0.27 -1.45
C7 -2.86 -0.70 -0.71
H1 3.01 1.26 0.11
H2 2.82 -1.23 0.78
H3 -1.95 -1.60 0.98
H4 -3.00 0.20 -1.28
H5 1.25 -1.01 1.56
H6 1.60 2.04 -0.63
H7 -3.35 -1.59 -1.06
H8 0.45 0.54 -2.11
H9 1.41 -2.15 0.22
H10 1.55 1.51 1.06
H11 -1.11 2.33 0.56
H12 0.33 -1.24 -1.73

The largest force on an atom is 0.6 eV/A. For the HOMO-LUMO gap, the calculation gives 9.8 eV. The calculation puts the LUMO energy at 0.6 eV. Its SMILES is C=CC(=O)O.C=C(C)C. The value obtained for the energy relative to the best compared isomer or geometry (same formula, charge and spin) is 11.38 kcal/mol.



(3)
The following is a DFT calculation (wB97M-V/def2-TZVPD) of C2H5CdF18OP3 as an isolated structure.

CARTESIAN COORDINATES (ANGSTROEM)
Cd1 -9.13 -7.45 -17.79
P1 -6.80 -9.34 -15.56
P2 -11.38 -6.20 -16.39
P3 -6.82 -5.61 -18.66
F1 -5.27 -5.77 -19.08
F2 -8.11 -8.72 -16.37
F3 -7.23 -5.66 -20.24
F4 -7.01 -7.22 -18.53
F5 -10.37 -7.48 -16.07
F6 -6.78 -7.97 -14.65
F7 -10.22 -5.19 -15.92
F8 -10.79 -6.21 -17.87
F9 -5.58 -9.98 -14.72
F10 -11.95 -6.24 -14.90
F11 -6.44 -5.52 -17.13
F12 -6.79 -3.99 -18.83
F13 -5.78 -8.67 -16.56
F14 -12.32 -4.94 -16.81
F15 -6.93 -10.65 -16.53
F16 -7.83 -9.98 -14.47
F17 -12.55 -7.26 -16.80
F18 -8.43 -5.53 -18.36
O1 -9.79 -8.88 -19.06
C1 -11.29 -9.99 -20.59
C2 -10.16 -10.08 -19.57
H1 -12.19 -9.68 -20.05
H2 -11.06 -9.26 -21.36
H3 -9.34 -10.55 -20.15
H4 -11.47 -11.00 -21.00
H5 -10.39 -10.84 -18.81

The largest force on an atom is 3.4 eV/A. For the HOMO-LUMO gap, the calculation gives 8.5 eV. As for the total charge: -2. The calculation puts the LUMO energy at 5.6 eV.